1.
{"formula": "C5H8O", "method": "ωB97M-V/def2-TZVPD", "elements": ["O", "C", "C", "C", "C", "C", "H", "H", "H", "H", "H", "H", "H", "H"], "positions_angstrom": [[2.2280, -1.1974, 0.7983], [-0.1782, 0.8941, 0.6150], [-1.4496, -1.0518, -0.5986], [1.6932, -0.2776, 0.3285], [0.8048, 0.4110, -0.4901], [-0.7362, 0.2765, -0.6089], [-2.5222, -0.9050, -0.4381], [-1.0674, -1.6939, 0.2022], [1.2624, 1.2578, -0.9974], [0.8864, 1.6452, 1.2179], [-0.2435, 0.1583, 1.4330], [1.8369, 1.3509, 1.3565], [-1.3106, -1.5697, -1.5528], [-1.0209, 0.9425, -1.4249]], "nbo_charge": [-0.433, -0.398, -0.623, 0.785, -0.492, -0.147, 0.228, 0.216, 0.273, 0.163, 0.185, -0.212, 0.223, 0.234], "energy_ev": -7355.736, "e_homo_ev": -8.18, "fmax_ev_per_a": 1.1, "e_above_lowest_ev": 6.520}

2.
{"formula": "C32H46BrN3P2SZr", "method": "ωB97M-V/def2-TZVPD", "elements": ["Zr", "Br", "S", "P", "P", "N", "N", "N", "C", "C", "C", "C", "C", "C", "C", "C", "C", "C", "C", "C", "C", "C", "C", "C", "C", "C", "C", "C", "C", "C", "C", "C", "C", "C", "C", "C", "C", "C", "C", "C", "H", "H", "H", "H", "H", "H", "H", "H", "H", "H", "H", "H", "H", "H", "H", "H", "H", "H", "H", "H", "H", "H", "H", "H", "H", "H", "H", "H", "H", "H", "H", "H", "H", "H", "H", "H", "H", "H", "H", "H", "H", "H", "H", "H", "H", "H"], "positions_angstrom": [[0.0225, 0.0483, 0.2127], [-4.1890, -2.4108, 1.3841], [-0.0077, 3.9557, 2.9137], [-2.0087, 0.0318, -1.2602], [1.9829, 0.8077, -1.2388], [2.0166, 2.6789, 1.6733], [4.9371, -1.1433, 3.2852], [-0.0401, 1.5154, 1.9634], [1.7933, 2.6250, -1.4371], [4.7492, -1.7462, 2.1163], [-1.5158, -0.7465, -2.8891], [2.0318, 0.1608, -2.9697], [-3.6409, 2.0307, -2.5397], [2.4323, -1.1498, 2.1316], [4.5557, 1.3101, 0.1305], [-2.4350, -3.7965, -0.3257], [-4.4475, -1.2643, -1.7493], [0.7215, 2.6195, 2.1114], [-2.4162, 1.8130, -1.6489], [2.6734, 3.2518, -2.5211], [-0.7367, -3.3376, 1.8707], [-3.0152, -3.8586, 1.0457], [0.7200, -1.9665, 0.3602], [-1.1604, 1.5763, 2.8366], [-2.0572, 0.5346, 3.0867], [2.5029, -1.2882, -3.0736], [-2.4556, 3.1561, 4.1183], [-2.3643, -0.6881, -4.1686], [-1.9571, -3.8705, 2.1100], [3.9207, -0.5717, 3.9284], [-0.3845, -2.9308, 0.5550], [-3.3707, 2.1270, 4.3936], [1.0695, -1.1952, 1.5743], [-1.1535, -3.4063, -0.5373], [-1.3270, 2.8577, 3.3754], [3.4966, -1.7872, 1.4861], [3.8063, 0.6276, -1.0068], [-3.5920, -0.5215, -0.8023], [-3.1671, 0.8273, 3.8999], [2.6342, -0.5191, 3.3754], [4.1131, -0.1257, 4.9133], [2.4791, 2.8306, -3.5120], [-0.0511, -3.1391, 2.7057], [-3.6679, -4.7426, 1.1431], [-1.8700, -0.4627, 2.6684], [2.0894, -1.7441, -3.9800], [-3.0954, -3.9856, -1.1685], [-0.7442, -3.2830, -1.5526], [3.9966, -0.4577, -0.9709], [4.4055, 2.3998, 0.1797], [-3.4803, 1.6927, -3.5672], [-3.8675, 0.0293, 4.1482], [1.8062, -0.0324, 3.9034], [-1.7098, -0.9256, -5.0184], [-4.0622, 0.0352, 0.0151], [-3.8391, 3.1066, -2.5912], [2.7393, 0.8152, -3.4936], [-2.8028, 0.2910, -4.3721], [0.7299, 2.8283, -1.6364], [-4.7257, -0.7173, -2.6639], [2.4425, 4.3218, -2.5728], [2.5350, 1.8023, 1.6650], [3.5961, -1.3413, -3.1666], [5.6283, 1.1550, -0.0660], [-2.5946, 4.1813, 4.4638], [1.4704, -2.2103, -0.4051], [4.3561, 0.8487, 1.1089], [4.2026, 0.9943, -1.9665], [0.2855, -1.1512, 2.3498], [-1.3279, -1.8053, -2.6451], [-5.3929, -1.4875, -1.2436], [1.0518, 0.3151, -3.4398], [-2.5829, 2.2764, -0.6619], [-3.9977, -2.2218, -2.0458], [2.0094, 3.0800, -0.4598], [-1.5147, 2.2695, -2.0811], [2.5310, 3.5152, 1.9291], [-4.2403, 2.3574, 5.0052], [2.2156, -1.9190, -2.2214], [-3.1556, -1.4458, -4.1804], [3.7441, 3.1599, -2.3016], [5.6155, -2.2122, 1.6419], [-2.2362, -4.1926, 3.1092], [-4.5424, 1.5474, -2.1479], [-0.5305, -0.3088, -3.1206], [3.3642, -2.2980, 0.5327]], "lowdin_charge": [1.354, 1.035, 1.214, 0.863, 0.894, 0.119, 0.106, -0.088, -0.386, -0.092, -0.328, -0.371, -0.087, -0.251, -0.105, -0.047, -0.095, -0.649, -0.315, -0.096, -0.006, -0.627, -0.301, -0.317, -0.052, -0.110, -0.028, -0.079, -0.006, -0.085, -0.158, -0.017, -0.333, -0.033, -0.420, -0.023, -0.348, -0.224, -0.044, -0.016, 0.136, 0.080, 0.154, 0.140, 0.070, 0.098, 0.133, 0.132, 0.081, 0.082, 0.069, 0.118, 0.121, 0.110, 0.085, 0.114, 0.091, 0.062, 0.066, 0.133, 0.105, 0.077, 0.101, 0.114, 0.139, 0.106, 0.053, 0.101, 0.101, 0.062, 0.101, 0.059, 0.098, 0.097, 0.053, 0.090, 0.137, 0.134, 0.047, 0.084, 0.091, 0.135, 0.151, 0.084, 0.047, 0.110], "energy_ev": -139092.212, "total_charge": 4, "e_homo_ev": -18.69, "fmax_ev_per_a": 4.8}